(1)
The following is a DFT calculation (ωB97M-V/def2-TZVPD) of a 2-piece molecular cluster, C25H28Cl2O4 overall in a non-equilibrium geometry.

```
59
C25H28Cl2O4, DFT ωB97M-V/def2-TZVPD
C 4.634 1.966 -2.272
C 4.266 0.580 -1.828
O 2.827 0.516 -1.926
C 2.287 -0.626 -1.450
C 0.853 -0.755 -1.629
C 0.280 -2.097 -2.037
C 0.064 -2.944 -0.799
C 1.135 -2.850 -3.058
C 0.074 0.449 -1.832
O 0.445 1.617 -1.820
O -1.233 0.095 -2.001
C -2.149 1.166 -2.341
C -2.349 2.147 -1.224
O 2.966 -1.477 -0.874
H 5.716 2.096 -2.199
H 4.338 2.140 -3.311
H 4.147 2.720 -1.646
H 4.713 -0.180 -2.487
H 4.577 0.402 -0.790
H -0.692 -1.851 -2.487
H -0.655 -2.433 -0.152
H -0.327 -3.933 -1.075
H 1.023 -3.050 -0.274
H 1.199 -2.278 -3.989
H 2.138 -3.025 -2.652
H 0.660 -3.816 -3.272
H -1.755 1.682 -3.224
H -3.077 0.647 -2.592
H -3.156 2.834 -1.487
H -2.600 1.639 -0.287
H -1.436 2.735 -1.096
Cl -7.104 -1.745 3.964
C -5.525 -1.606 3.328
C -4.861 -2.748 2.844
C -3.573 -2.626 2.341
C -2.914 -1.368 2.282
C -1.568 -1.300 1.782
C -0.917 -0.141 1.388
C 0.415 -0.094 0.948
C 1.242 1.067 1.185
C 2.637 0.935 1.404
C 3.408 2.020 1.802
C 2.814 3.286 1.930
Cl 3.761 4.633 2.398
C 1.445 3.455 1.672
C 0.674 2.353 1.319
C -3.615 -0.228 2.759
C -4.900 -0.349 3.285
H -5.366 -3.710 2.881
H -3.049 -3.512 1.979
H -1.010 -2.242 1.765
H -1.452 0.805 1.506
H 0.930 -1.033 0.741
H 3.094 -0.051 1.297
H 4.469 1.900 2.010
H 0.992 4.437 1.759
H -0.394 2.479 1.133
H -3.123 0.744 2.744
H -5.423 0.524 3.666
```

Results
highest occupied orbital energy = -0.265 hartree
spin multiplicity = 1
HOMO-LUMO gap = 5.15 eV
E_LUMO = -2.08 eV
molecular weight = 463.40 g mol⁻¹
maximum force = 2.1 eV Å⁻¹



(2)
The following is a DFT calculation (ωB97M-V/def2-TZVPD) of C25H28CsN5S2Se2 as an isolated structure.

```
63
C25H28CsN5S2Se2, DFT ωB97M-V/def2-TZVPD
Cs -0.353 0.611 0.382
Se -4.251 0.664 1.902
Se -3.739 -1.618 1.612
C -3.628 -1.721 -0.323
C -4.684 -2.355 -0.968
C -4.615 -2.529 -2.342
C -3.503 -2.055 -3.016
C -2.507 -1.426 -2.281
N -2.557 -1.267 -0.962
C -2.936 1.104 3.257
C -3.387 1.380 4.540
C -2.447 1.760 5.490
C -1.111 1.832 5.134
C -0.759 1.524 3.826
N -1.663 1.179 2.912
H -5.540 -2.698 -0.405
H -5.419 -3.022 -2.871
H -3.396 -2.164 -4.086
H -1.629 -1.033 -2.784
H -4.434 1.294 4.790
H -2.761 1.988 6.501
H -0.349 2.119 5.845
H 0.272 1.562 3.481
C 0.032 -3.021 1.101
C 1.315 -2.672 1.806
C 2.011 -3.654 2.547
C 3.172 -3.299 3.164
C 3.661 -1.980 3.052
C 4.870 -1.586 3.671
C 5.298 -0.299 3.520
C 4.555 0.625 2.765
C 3.365 0.303 2.138
S 2.492 1.510 1.232
C 2.900 -1.054 2.291
N 1.737 -1.436 1.694
H -0.191 -4.086 1.160
H 0.087 -2.739 0.047
H -0.810 -2.474 1.532
H 1.617 -4.660 2.611
H 3.740 -4.018 3.744
H 5.429 -2.314 4.247
H 6.222 0.029 3.981
H 4.923 1.638 2.663
C -0.581 0.496 -5.600
C -0.680 1.891 -5.008
N -1.141 1.856 -3.618
C -0.682 2.699 -2.646
S -1.719 3.268 -1.463
N 0.636 3.011 -2.648
C 1.710 2.056 -2.970
C 2.805 2.688 -3.807
H -0.270 0.542 -6.644
H -1.548 -0.009 -5.565
H 0.139 -0.115 -5.054
H -1.373 2.500 -5.597
H 0.280 2.400 -5.039
H -2.133 1.707 -3.504
H 0.859 3.634 -1.884
H 1.265 1.202 -3.477
H 2.129 1.685 -2.029
H 2.430 3.035 -4.771
H 3.604 1.968 -3.986
H 3.241 3.543 -3.289
```

Results
highest occupied orbital energy = -0.219 hartree
spin multiplicity = 1
HOMO-LUMO gap = 5.35 eV
E_LUMO = -0.61 eV
molecular weight = 753.49 g mol⁻¹
maximum force = 0.7 eV Å⁻¹



(3)
The following is a DFT calculation (ωB97M-V/def2-TZVPD) of C25H28F5FeO2 as an isolated structure in a non-equilibrium geometry.

```
61
C25H28F5FeO2, DFT ωB97M-V/def2-TZVPD
O -0.222 -1.192 -1.617
C -0.079 -0.038 -2.523
C 0.037 -0.876 -3.774
H 0.845 0.499 -2.271
H -0.972 0.605 -2.527
C -0.133 -2.060 -2.817
H 1.025 -0.804 -4.235
H -0.793 -0.783 -4.479
C 1.071 -2.969 -2.809
H 1.996 -2.386 -2.739
H 1.104 -3.541 -3.745
H 1.030 -3.685 -1.984
C -1.439 -2.768 -3.105
H -2.273 -2.065 -2.993
H -1.598 -3.632 -2.451
H -1.427 -3.133 -4.142
Fe -0.020 -0.998 0.797
C -2.171 -1.209 2.087
C -2.134 0.178 2.378
C -2.041 0.898 1.163
H -2.245 0.632 3.360
C -2.007 -0.037 0.086
C -2.133 -1.369 0.651
H -2.356 -2.276 0.094
H -2.352 -2.019 2.795
H -2.152 1.973 1.051
H -2.142 0.222 -0.958
C 1.210 -3.330 2.457
C 0.031 -3.616 1.729
C 0.185 -3.122 0.392
H -0.823 -4.197 2.090
C 1.506 -2.447 0.335
C 2.110 -2.635 1.619
H 3.144 -2.367 1.856
H 1.436 -3.684 3.464
H -0.400 -3.426 -0.473
H 2.041 -2.207 -0.581
O 1.225 3.562 -1.638
C 0.287 2.866 -0.783
C -1.131 3.292 -1.162
H 0.505 3.168 0.262
H 0.460 1.776 -0.876
C -0.915 4.746 -1.626
H -1.811 3.218 -0.317
H -1.538 2.665 -1.970
C 0.589 4.820 -1.954
H -1.152 5.439 -0.812
H -1.540 4.965 -2.492
H 1.090 5.592 -1.350
H 0.740 5.056 -3.016
F 0.075 -1.269 4.031
C 0.719 -0.121 3.662
C 0.987 0.136 2.326
C 1.813 1.225 2.112
F 2.376 1.454 0.888
C 2.133 2.154 3.127
F 2.747 3.309 2.817
C 1.759 1.897 4.449
F 2.015 2.768 5.445
C 1.062 0.726 4.724
F 0.645 0.420 5.971
```

Results
highest occupied orbital energy (alpha / beta) = -0.130 / -0.148 hartree
spin multiplicity = 5
HOMO-LUMO gap (alpha / beta) = 6.11 / 6.59 eV
charge = -1
E_LUMO (alpha / beta) = 2.57 / 2.57 eV
molecular weight = 511.33 g mol⁻¹
maximum force = 2.5 eV Å⁻¹



Repeat the first record exactly.
The following is a DFT calculation (ωB97M-V/def2-TZVPD) of a 2-piece molecular cluster, C25H28Cl2O4 overall in a non-equilibrium geometry.

```
59
C25H28Cl2O4, DFT ωB97M-V/def2-TZVPD
C 4.634 1.966 -2.272
C 4.266 0.580 -1.828
O 2.827 0.516 -1.926
C 2.287 -0.626 -1.450
C 0.853 -0.755 -1.629
C 0.280 -2.097 -2.037
C 0.064 -2.944 -0.799
C 1.135 -2.850 -3.058
C 0.074 0.449 -1.832
O 0.445 1.617 -1.820
O -1.233 0.095 -2.001
C -2.149 1.166 -2.341
C -2.349 2.147 -1.224
O 2.966 -1.477 -0.874
H 5.716 2.096 -2.199
H 4.338 2.140 -3.311
H 4.147 2.720 -1.646
H 4.713 -0.180 -2.487
H 4.577 0.402 -0.790
H -0.692 -1.851 -2.487
H -0.655 -2.433 -0.152
H -0.327 -3.933 -1.075
H 1.023 -3.050 -0.274
H 1.199 -2.278 -3.989
H 2.138 -3.025 -2.652
H 0.660 -3.816 -3.272
H -1.755 1.682 -3.224
H -3.077 0.647 -2.592
H -3.156 2.834 -1.487
H -2.600 1.639 -0.287
H -1.436 2.735 -1.096
Cl -7.104 -1.745 3.964
C -5.525 -1.606 3.328
C -4.861 -2.748 2.844
C -3.573 -2.626 2.341
C -2.914 -1.368 2.282
C -1.568 -1.300 1.782
C -0.917 -0.141 1.388
C 0.415 -0.094 0.948
C 1.242 1.067 1.185
C 2.637 0.935 1.404
C 3.408 2.020 1.802
C 2.814 3.286 1.930
Cl 3.761 4.633 2.398
C 1.445 3.455 1.672
C 0.674 2.353 1.319
C -3.615 -0.228 2.759
C -4.900 -0.349 3.285
H -5.366 -3.710 2.881
H -3.049 -3.512 1.979
H -1.010 -2.242 1.765
H -1.452 0.805 1.506
H 0.930 -1.033 0.741
H 3.094 -0.051 1.297
H 4.469 1.900 2.010
H 0.992 4.437 1.759
H -0.394 2.479 1.133
H -3.123 0.744 2.744
H -5.423 0.524 3.666
```

Results
highest occupied orbital energy = -0.265 hartree
spin multiplicity = 1
HOMO-LUMO gap = 5.15 eV
E_LUMO = -2.08 eV
molecular weight = 463.40 g mol⁻¹
maximum force = 2.1 eV Å⁻¹



Copy entry 2 word for word.
The following is a DFT calculation (ωB97M-V/def2-TZVPD) of C25H28CsN5S2Se2 as an isolated structure.

```
63
C25H28CsN5S2Se2, DFT ωB97M-V/def2-TZVPD
Cs -0.353 0.611 0.382
Se -4.251 0.664 1.902
Se -3.739 -1.618 1.612
C -3.628 -1.721 -0.323
C -4.684 -2.355 -0.968
C -4.615 -2.529 -2.342
C -3.503 -2.055 -3.016
C -2.507 -1.426 -2.281
N -2.557 -1.267 -0.962
C -2.936 1.104 3.257
C -3.387 1.380 4.540
C -2.447 1.760 5.490
C -1.111 1.832 5.134
C -0.759 1.524 3.826
N -1.663 1.179 2.912
H -5.540 -2.698 -0.405
H -5.419 -3.022 -2.871
H -3.396 -2.164 -4.086
H -1.629 -1.033 -2.784
H -4.434 1.294 4.790
H -2.761 1.988 6.501
H -0.349 2.119 5.845
H 0.272 1.562 3.481
C 0.032 -3.021 1.101
C 1.315 -2.672 1.806
C 2.011 -3.654 2.547
C 3.172 -3.299 3.164
C 3.661 -1.980 3.052
C 4.870 -1.586 3.671
C 5.298 -0.299 3.520
C 4.555 0.625 2.765
C 3.365 0.303 2.138
S 2.492 1.510 1.232
C 2.900 -1.054 2.291
N 1.737 -1.436 1.694
H -0.191 -4.086 1.160
H 0.087 -2.739 0.047
H -0.810 -2.474 1.532
H 1.617 -4.660 2.611
H 3.740 -4.018 3.744
H 5.429 -2.314 4.247
H 6.222 0.029 3.981
H 4.923 1.638 2.663
C -0.581 0.496 -5.600
C -0.680 1.891 -5.008
N -1.141 1.856 -3.618
C -0.682 2.699 -2.646
S -1.719 3.268 -1.463
N 0.636 3.011 -2.648
C 1.710 2.056 -2.970
C 2.805 2.688 -3.807
H -0.270 0.542 -6.644
H -1.548 -0.009 -5.565
H 0.139 -0.115 -5.054
H -1.373 2.500 -5.597
H 0.280 2.400 -5.039
H -2.133 1.707 -3.504
H 0.859 3.634 -1.884
H 1.265 1.202 -3.477
H 2.129 1.685 -2.029
H 2.430 3.035 -4.771
H 3.604 1.968 -3.986
H 3.241 3.543 -3.289
```

Results
highest occupied orbital energy = -0.219 hartree
spin multiplicity = 1
HOMO-LUMO gap = 5.35 eV
E_LUMO = -0.61 eV
molecular weight = 753.49 g mol⁻¹
maximum force = 0.7 eV Å⁻¹



Repeat the first record exactly.
The following is a DFT calculation (ωB97M-V/def2-TZVPD) of a 2-piece molecular cluster, C25H28Cl2O4 overall in a non-equilibrium geometry.

```
59
C25H28Cl2O4, DFT ωB97M-V/def2-TZVPD
C 4.634 1.966 -2.272
C 4.266 0.580 -1.828
O 2.827 0.516 -1.926
C 2.287 -0.626 -1.450
C 0.853 -0.755 -1.629
C 0.280 -2.097 -2.037
C 0.064 -2.944 -0.799
C 1.135 -2.850 -3.058
C 0.074 0.449 -1.832
O 0.445 1.617 -1.820
O -1.233 0.095 -2.001
C -2.149 1.166 -2.341
C -2.349 2.147 -1.224
O 2.966 -1.477 -0.874
H 5.716 2.096 -2.199
H 4.338 2.140 -3.311
H 4.147 2.720 -1.646
H 4.713 -0.180 -2.487
H 4.577 0.402 -0.790
H -0.692 -1.851 -2.487
H -0.655 -2.433 -0.152
H -0.327 -3.933 -1.075
H 1.023 -3.050 -0.274
H 1.199 -2.278 -3.989
H 2.138 -3.025 -2.652
H 0.660 -3.816 -3.272
H -1.755 1.682 -3.224
H -3.077 0.647 -2.592
H -3.156 2.834 -1.487
H -2.600 1.639 -0.287
H -1.436 2.735 -1.096
Cl -7.104 -1.745 3.964
C -5.525 -1.606 3.328
C -4.861 -2.748 2.844
C -3.573 -2.626 2.341
C -2.914 -1.368 2.282
C -1.568 -1.300 1.782
C -0.917 -0.141 1.388
C 0.415 -0.094 0.948
C 1.242 1.067 1.185
C 2.637 0.935 1.404
C 3.408 2.020 1.802
C 2.814 3.286 1.930
Cl 3.761 4.633 2.398
C 1.445 3.455 1.672
C 0.674 2.353 1.319
C -3.615 -0.228 2.759
C -4.900 -0.349 3.285
H -5.366 -3.710 2.881
H -3.049 -3.512 1.979
H -1.010 -2.242 1.765
H -1.452 0.805 1.506
H 0.930 -1.033 0.741
H 3.094 -0.051 1.297
H 4.469 1.900 2.010
H 0.992 4.437 1.759
H -0.394 2.479 1.133
H -3.123 0.744 2.744
H -5.423 0.524 3.666
```

Results
highest occupied orbital energy = -0.265 hartree
spin multiplicity = 1
HOMO-LUMO gap = 5.15 eV
E_LUMO = -2.08 eV
molecular weight = 463.40 g mol⁻¹
maximum force = 2.1 eV Å⁻¹